# 1
The following is a quantum chemistry calculation of one molecule with the formula C5H8N2, from the Open Molecules 2025 dataset.

Output
Relative energy (zero: lowest compared OMol25 entry of this formula, charge and spin) = 2.663 eV
SMILES = C=CCNC=C=N
Total charge = 0
LUMO = 1.035 eV
Orbital gap = 9.4247 eV

Last column: natural (NBO) charge in e.
Positions of all 15 atoms, in Å:
1 N 1.831 1.193 -0.855  -0.622
2 N -0.077 -0.109 1.717  -0.609
3 C 1.235 1.213 0.223  0.376
4 C -0.271 -1.076 0.632  -0.267
5 C 0.501 1.136 1.314  -0.251
6 C -0.725 -0.469 -1.768  -0.431
7 C -1.053 -0.418 -0.475  -0.167
8 H -1.900 0.178 -0.141  0.208
9 H 1.143 1.163 -1.617  0.374
10 H 0.177 2.042 1.824  0.228
11 H -1.276 0.088 -2.521  0.206
12 H 0.427 -0.514 2.500  0.371
13 H -0.844 -1.927 1.026  0.213
14 H 0.675 -1.478 0.229  0.176
15 H 0.158 -1.021 -2.088  0.196

# 2
The following is a quantum chemistry calculation of a 6-piece molecular cluster, C6H12Cl12 overall, from the Open Molecules 2025 dataset.

Output
Relative energy (zero: lowest compared OMol25 entry of this formula, charge and spin) = 0.235 eV
SMILES = ClCCl.ClCCl.ClCCl.ClCCl.ClCCl.ClCCl
Total charge = 0
LUMO = 0.491 eV
Orbital gap = 11.3338 eV

Last column: natural (NBO) charge in e.
Positions of all 30 atoms, in Å:
1 Cl -13.260 -3.986 -26.047  -0.011
2 Cl -9.382 -3.485 -18.245  -0.031
3 Cl -15.079 -1.535 -20.796  -0.030
4 Cl -10.664 -1.507 -26.146  -0.026
5 Cl -14.974 3.378 -26.222  -0.009
6 Cl -10.639 -2.663 -23.442  -0.042
7 Cl -20.070 -0.988 -21.888  -0.014
8 Cl -14.037 -4.904 -23.407  -0.047
9 Cl -12.365 2.210 -25.699  -0.045
10 Cl -13.807 -0.695 -23.284  -0.050
11 Cl -11.783 -1.844 -18.623  -0.046
12 Cl -18.454 -0.947 -19.434  -0.044
13 C -10.793 -2.749 -17.440  -0.372
14 C -10.421 -1.192 -24.409  -0.386
15 C -13.876 2.814 -24.962  -0.390
16 C -13.468 -5.416 -25.014  -0.382
17 C -13.691 -1.763 -21.866  -0.391
18 C -18.523 -1.411 -21.164  -0.391
19 H -12.760 -1.522 -21.365  0.227
20 H -11.401 -3.562 -17.069  0.225
21 H -14.236 -6.070 -25.410  0.223
22 H -13.632 3.573 -24.228  0.223
23 H -13.660 -2.804 -22.168  0.236
24 H -12.537 -5.961 -24.928  0.225
25 H -9.414 -0.834 -24.238  0.222
26 H -17.706 -0.928 -21.685  0.228
27 H -14.297 1.967 -24.432  0.223
28 H -18.372 -2.484 -21.202  0.221
29 H -11.158 -0.465 -24.088  0.232
30 H -10.441 -2.058 -16.689  0.226

# 3
The following is a quantum chemistry calculation of one molecule with the formula C12H19ClN2 in a non-equilibrium geometry, from the Open Molecules 2025 dataset.

Output
SMILES = Cc1ccc(NN(CCl)C(C)(C)C)cc1
Total charge = 0
LUMO = 0.741 eV
Orbital gap = 8.3934 eV

Last column: natural (NBO) charge in e.
Positions of all 34 atoms, in Å:
1 Cl 1.683 3.196 -0.206  -0.092
2 N 0.143 0.228 1.311  -0.449
3 N 1.260 0.642 0.568  -0.323
4 C 3.169 -0.973 0.830  -0.658
5 C 1.146 -1.448 -0.547  -0.614
6 C -5.105 1.013 -0.607  -0.635
7 C -3.485 0.058 0.937  -0.186
8 C -3.702 0.840 -0.244  -0.110
9 C -1.333 1.155 -0.365  -0.307
10 C -1.168 0.353 0.763  0.161
11 C 2.749 0.185 -1.381  -0.602
12 C 2.138 -0.401 -0.076  0.104
13 C 1.994 1.917 1.019  -0.242
14 C -2.234 -0.237 1.406  -0.244
15 C -2.577 1.372 -0.848  -0.105
16 H -1.923 -0.978 2.304  0.209
17 H -4.285 -0.300 1.532  0.208
18 H 3.149 1.993 1.057  0.226
19 H 2.901 1.215 -1.074  0.222
20 H 1.887 0.233 -2.158  0.216
21 H 3.123 -2.077 0.856  0.227
22 H 3.580 -0.256 -1.713  0.203
23 H -5.415 1.010 -1.697  0.220
24 H -5.880 0.361 -0.242  0.225
25 H -5.469 2.101 -0.384  0.212
26 H 1.849 -2.146 -1.004  0.205
27 H 1.495 2.230 2.059  0.238
28 H 4.140 -0.705 0.348  0.215
29 H 0.468 -2.054 0.211  0.212
30 H -2.648 2.062 -1.768  0.199
31 H 3.375 -0.516 1.879  0.227
32 H -0.654 1.685 -1.020  0.245
33 H 0.381 -1.137 -1.286  0.229
34 H 0.352 -0.371 2.040  0.364

# 4
The following is a quantum chemistry calculation of a 2-piece molecular cluster, C27H48ClF7N5O10P2S overall in a non-equilibrium geometry, from the Open Molecules 2025 dataset.

Output
Total charge = +1
LUMO = -4.787 eV
Orbital gap = 5.3095 eV

Last column: Mulliken charge in e.
Positions of all 101 atoms, in Å:
1 Cl 2.571 -1.029 -3.487  -0.175
2 S -4.601 1.669 1.605  1.397
3 P -2.550 -2.629 1.812  0.163
4 P -1.037 -4.281 -1.272  0.822
5 F -3.872 0.874 4.684  -0.191
6 F -5.776 1.948 6.211  -0.233
7 F -5.466 4.077 5.516  -0.210
8 F -2.452 2.980 2.649  -0.211
9 F -6.599 2.520 4.152  -0.164
10 F -3.125 2.943 5.246  -0.278
11 F -4.467 4.015 2.828  -0.247
12 O -2.309 -5.452 -1.285  -0.519
13 O -7.852 0.767 -1.813  -0.475
14 O -5.502 0.591 -1.617  -0.056
15 O -4.928 0.266 1.999  -0.571
16 O 9.280 0.334 -1.397  -0.339
17 O 5.171 -0.991 -0.020  -0.241
18 O -0.090 -4.662 -2.668  -0.514
19 O -5.660 2.675 -2.668  -0.589
20 O -0.274 -4.472 0.040  -0.617
21 O -5.920 2.333 1.251  -0.700
22 N -1.470 1.148 -0.989  1.067
23 N 7.306 1.187 0.683  -0.325
24 N -3.523 1.782 0.215  0.651
25 N -2.054 0.172 1.288  1.794
26 N 0.079 -0.758 2.282  -0.197
27 C -6.770 0.471 -2.357  0.584
28 C 2.299 -2.151 -0.971  -0.888
29 C -4.223 -3.440 1.438  -0.954
30 C -1.334 3.480 -3.451  -0.705
31 C 6.097 -1.287 -1.056  -0.720
32 C -5.117 1.947 -1.793  0.421
33 C 8.926 1.310 -2.365  -0.720
34 C -5.534 2.734 5.040  0.576
35 C -0.371 2.901 -2.591  -0.518
36 C -2.270 -1.160 0.648  -2.729
37 C -2.357 1.087 0.145  -2.531
38 C 6.210 0.674 1.502  -0.784
39 C -1.202 -1.433 -0.544  1.535
40 C -4.003 2.687 -0.870  -0.280
41 C 8.583 0.509 0.922  -0.200
42 C 1.394 -1.490 -2.121  0.739
43 C -1.889 -2.604 -1.455  -1.028
44 C -0.822 -0.115 -1.394  -0.276
45 C 9.619 0.903 -0.130  -0.807
46 C 0.788 -0.103 -1.496  -0.633
47 C -0.654 2.387 -1.081  -0.414
48 C -3.840 2.724 2.938  0.565
49 C 5.764 -0.778 1.259  -0.550
50 C -0.723 0.419 1.879  -0.563
51 C -4.096 2.243 4.446  0.457
52 C -6.724 -0.014 -3.903  -0.816
53 C -2.481 -2.148 3.637  -0.574
54 H -2.541 -1.009 3.710  -0.122
55 H 0.307 2.386 -0.436  0.343
56 H -3.337 -2.577 4.264  0.420
57 H 9.716 2.058 -2.475  0.346
58 H 1.221 0.717 -2.157  0.264
59 H -2.436 3.183 -3.525  0.290
60 H 8.792 0.803 -3.323  0.237
61 H 0.948 -0.777 1.714  0.034
62 H 5.592 -1.914 -1.793  0.303
63 H -5.034 -2.661 1.709  0.252
64 H -1.867 -6.331 -1.357  0.364
65 H 2.918 -1.352 -0.406  0.156
66 H 0.710 2.830 -2.971  0.336
67 H 5.348 1.324 1.315  0.387
68 H -1.478 -2.465 4.117  0.271
69 H 10.584 0.474 0.156  0.395
70 H -3.283 -1.049 0.078  0.873
71 H 1.711 -2.714 -0.168  0.097
72 H -0.887 1.045 2.841  0.411
73 H 6.399 -0.370 -1.567  0.200
74 H -0.987 4.313 -4.166  0.290
75 H 3.090 -2.872 -1.410  0.407
76 H 6.562 -1.503 1.449  0.354
77 H -7.754 0.021 -4.388  0.311
78 H 6.468 0.796 2.561  0.412
79 H -1.296 3.233 -0.613  0.599
80 H 0.589 -2.174 -2.545  0.146
81 H -0.292 -1.916 -0.014  -0.188
82 H 8.953 0.785 1.914  0.393
83 H 0.313 -0.769 3.284  0.332
84 H -6.274 -1.070 -3.913  0.270
85 H -4.533 3.636 -0.475  0.516
86 H -6.015 0.738 -4.421  0.260
87 H -4.357 -4.424 2.002  0.388
88 H -1.902 -2.356 -2.569  0.658
89 H 1.182 0.018 -0.415  0.066
90 H -4.375 -3.658 0.317  0.301
91 H -0.692 -4.622 -3.455  0.338
92 H -1.184 -0.347 -2.473  0.270
93 H 4.977 -1.000 1.988  0.364
94 H -3.206 3.051 -1.594  -0.199
95 H 7.050 1.067 -0.293  0.072
96 H 9.744 1.990 -0.185  0.401
97 H 8.466 -0.580 0.884  0.176
98 H 7.983 1.798 -2.100  0.302
99 H -0.026 1.086 1.233  -0.135
100 H -2.995 -2.775 -1.158  0.472
101 H 6.975 -1.828 -0.692  0.341

# 5
The following is a quantum chemistry calculation of a 2-piece molecular cluster, C5H14NOS overall in a non-equilibrium geometry, from the Open Molecules 2025 dataset.

Output
Relative energy (zero: lowest compared OMol25 entry of this formula, charge and spin) = 2.974 eV
Total charge = -1
LUMO = 3.767 eV
Orbital gap = 6.6490 eV

Last column: natural (NBO) charge in e.
Positions of all 22 atoms, in Å:
1 S -2.020 0.458 1.937  -0.656
2 O 0.392 1.718 2.807  -1.009
3 N 0.857 -0.156 -1.493  -0.439
4 C -0.774 -1.312 0.238  -0.432
5 C 1.169 1.185 -2.072  -0.426
6 C -0.618 -0.178 -0.887  -0.220
7 C 1.676 -0.271 -0.285  -0.419
8 C -2.104 -1.023 0.893  -0.534
9 H -0.672 0.863 -0.542  0.200
10 H -2.918 -0.957 0.110  0.174
11 H 0.569 1.182 -2.881  0.190
12 H 0.153 -1.368 0.772  0.210
13 H 2.214 1.167 -2.432  0.186
14 H -1.293 -0.382 -1.679  0.177
15 H 2.566 -0.043 -0.731  0.175
16 H 0.898 1.959 -1.243  0.176
17 H -0.730 -2.285 -0.237  0.178
18 H 1.616 0.440 0.474  0.189
19 H -0.090 1.345 3.522  0.460
20 H -2.544 -1.993 1.358  0.172
21 H -0.054 1.077 2.210  0.474
22 H 1.707 -1.426 0.161  0.176

# 6
The following is a quantum chemistry calculation of C20H42KNO6S2 as an isolated structure in a non-equilibrium geometry, from the Open Molecules 2025 dataset.

Output
Relative energy (zero: lowest compared OMol25 entry of this formula, charge and spin) = 0.000 eV
Total charge = 0
LUMO = -0.057 eV
Orbital gap = 5.4917 eV

Last column: Mulliken charge in e.
Positions of all 72 atoms, in Å:
1 K 25.637 27.809 6.532  0.831
2 S 22.030 28.621 4.268  0.886
3 S 22.837 24.479 6.232  0.978
4 O 21.521 27.719 3.203  -0.677
5 O 23.307 28.613 8.412  0.356
6 O 23.406 28.629 4.730  -0.454
7 O 23.943 25.420 6.294  -0.391
8 O 28.515 28.104 6.099  -0.736
9 O 21.490 24.886 5.878  -0.684
10 N 24.229 28.970 9.312  0.181
11 C 24.227 30.433 9.606  1.773
12 C 22.872 30.855 10.198  -1.714
13 C 25.321 30.861 10.618  -1.525
14 C 24.139 22.140 6.600  -0.513
15 C 20.916 28.809 5.726  0.448
16 C 22.707 23.660 7.962  0.061
17 C 21.500 30.322 3.614  -0.878
18 C 21.189 31.092 4.873  -0.343
19 C 23.160 27.755 11.344  -1.385
20 C 23.230 22.258 7.752  -0.739
21 C 25.442 29.883 11.874  -0.755
22 C 23.360 22.867 5.493  -0.890
23 C 30.326 27.927 4.268  -1.331
24 C 24.424 28.013 10.382  1.041
25 C 30.551 29.361 6.303  -1.333
26 C 29.865 28.128 5.780  0.416
27 C 20.346 30.230 5.776  -0.653
28 C 24.626 31.152 8.355  -1.795
29 C 24.764 26.604 9.817  -1.872
30 C 25.622 28.525 11.276  -1.540
31 H 26.552 28.545 10.706  0.447
32 H 22.661 28.089 8.892  0.294
33 H 23.324 24.321 8.570  -0.229
34 H 23.376 26.851 11.913  0.492
35 H 23.126 28.451 12.182  0.343
36 H 20.138 28.049 5.795  0.458
37 H 31.404 27.946 4.106  0.374
38 H 20.652 30.143 2.953  0.349
39 H 19.324 30.162 5.403  0.338
40 H 31.623 29.401 6.110  0.395
41 H 24.908 25.916 10.650  0.524
42 H 22.379 30.695 3.088  0.446
43 H 22.853 30.533 11.240  0.318
44 H 21.680 23.783 8.305  0.427
45 H 25.695 26.568 9.252  0.373
46 H 23.906 23.140 4.589  0.459
47 H 22.178 27.696 10.876  0.249
48 H 24.518 30.038 12.431  0.274
49 H 20.260 30.612 6.793  0.317
50 H 26.018 27.879 12.059  0.428
51 H 30.230 30.250 5.759  0.302
52 H 21.633 28.654 6.532  -0.683
53 H 29.998 26.972 3.857  0.312
54 H 26.271 30.171 12.521  0.444
55 H 22.766 31.939 10.253  0.453
56 H 25.615 30.827 8.030  0.473
57 H 30.383 27.358 6.351  0.065
58 H 24.951 22.866 6.618  0.259
59 H 22.502 22.296 5.139  0.375
60 H 23.874 31.057 7.572  0.158
61 H 22.083 30.387 9.609  0.233
62 H 24.469 21.173 6.220  0.369
63 H 29.951 28.551 3.457  0.342
64 H 22.129 31.333 5.370  0.091
65 H 20.716 32.016 4.542  0.367
66 H 23.654 21.971 8.714  0.395
67 H 25.297 31.890 10.979  0.457
68 H 26.288 30.900 10.115  0.497
69 H 24.870 32.166 8.674  0.456
70 H 30.365 29.524 7.364  0.270
71 H 24.050 26.153 9.127  0.233
72 H 22.478 21.474 7.657  0.294

# 7
The following is a quantum chemistry calculation of one molecule with the formula C4H5NO, from the Open Molecules 2025 dataset.

Output
Relative energy (zero: lowest compared OMol25 entry of this formula, charge and spin) = 1.995 eV
SMILES = On1cccc1
Total charge = 0
LUMO = 0.799 eV
Orbital gap = 9.2998 eV

Last column: natural (NBO) charge in e.
Positions of all 11 atoms, in Å:
1 O -1.177 -0.737 1.459  -0.516
2 N -0.339 -0.260 0.471  -0.050
3 C 0.422 0.860 0.600  -0.094
4 C 1.005 1.092 -0.626  -0.303
5 C 0.565 0.065 -1.499  -0.299
6 C -0.280 -0.761 -0.796  -0.102
7 H -0.855 -1.633 -1.105  0.223
8 H 0.467 1.394 1.533  0.221
9 H 0.876 -0.066 -2.532  0.224
10 H 1.681 1.894 -0.848  0.224
11 H -0.655 -1.415 1.905  0.471

Number 1: highest occupied orbital energy -8.39 eV. Number 2: highest occupied orbital energy -10.84 eV. Number 3: highest occupied orbital energy -7.65 eV. Number 4: highest occupied orbital energy -10.10 eV. Number 5: highest occupied orbital energy -2.88 eV. Number 6: highest occupied orbital energy -5.55 eV. Number 7: highest occupied orbital energy -8.50 eV.